Record 1
{
  "formula": "C29H28N4O4",
  "method": "ωB97M-V with the def2-TZVPD basis set",
  "lumo_ev": -0.207,
  "mol_weight_g_mol": 496.57,
  "homo_lumo_gap_ev": 7.80,
  "largest_force_ev_per_a": 1.4,
  "e_above_lowest_kcal_mol": 83.8,
  "smiles": "CN(Cc1ccccc1)c1ccc([C@@H](CC(N)=O)NC(=O)Cc2cccc3ccccc23)cc1[N+](=O)[O-]",
  "elements": ["C", "N", "C", "C", "C", "C", "C", "C", "N", "O", "O", "H", "C", "N", "C", "O", "C", "C", "C", "C", "C", "C", "C", "C", "C", "C", "C", "H", "H", "H", "H", "H", "H", "H", "H", "H", "H", "C", "C", "O", "N", "H", "H", "H", "H", "H", "H", "H", "C", "C", "C", "C", "C", "C", "C", "H", "H", "H", "H", "H", "H", "H", "H", "H", "H"],
  "positions_angstrom": [[-1.42484, -3.58469, -1.29578], [-2.02800, -2.29966, -1.03885], [-1.43414, -1.16177, -1.48102], [-0.06838, -1.14106, -1.83753], [0.62375, 0.03408, -1.96032], [0.00659, 1.27680, -1.76473], [-1.35944, 1.27797, -1.63134], [-2.09101, 0.09182, -1.52611], [-3.49735, 0.23963, -1.54137], [-3.96334, 1.34211, -1.27893], [-4.18692, -0.71217, -1.87629], [-1.93590, 2.18670, -1.63207], [0.86279, 2.52406, -1.65549], [1.97810, 2.23781, -0.77605], [3.19225, 1.82450, -1.17551], [3.55430, 1.78344, -2.33353], [4.07667, 1.40732, 0.00407], [3.33916, 0.42489, 0.86964], [2.87223, 0.81375, 2.10095], [2.12312, -0.05287, 2.90764], [1.82377, -1.31107, 2.47064], [2.28049, -1.75651, 1.21300], [1.98309, -3.05460, 0.74714], [2.43427, -3.48624, -0.46797], [3.20611, -2.63293, -1.27031], [3.50902, -1.36746, -0.84911], [3.05544, -0.88651, 0.39894], [4.10162, -0.72819, -1.48436], [3.56272, -2.98444, -2.22752], [2.20764, -4.48450, -0.81593], [1.39643, -3.70614, 1.38125], [1.23651, -1.98310, 3.08056], [1.78343, 0.28848, 3.87438], [3.08046, 1.80982, 2.46447], [5.00373, 0.99029, -0.39060], [4.32031, 2.30103, 0.58150], [1.72389, 2.20886, 0.20761], [0.08927, 3.71809, -1.06764], [-0.48819, 3.35647, 0.29563], [0.18890, 2.86906, 1.18229], [-1.78711, 3.65225, 0.48705], [-2.39915, 3.94113, -0.25584], [-2.21897, 3.33608, 1.34195], [-0.68666, 4.05001, -1.75494], [0.79570, 4.53871, -0.92302], [1.28047, 2.78400, -2.63716], [1.67735, -0.00204, -2.18494], [0.47482, -2.06534, -1.93734], [-3.05397, -2.27116, -0.01380], [-2.90897, -1.11196, 0.94402], [-1.65910, -0.73703, 1.42681], [-1.53082, 0.34214, 2.28065], [-2.65442, 1.04881, 2.67725], [-3.90493, 0.66850, 2.22194], [-4.03028, -0.40424, 1.35651], [-5.00548, -0.68470, 0.98599], [-4.78577, 1.21271, 2.52842], [-2.55218, 1.88930, 3.34906], [-0.55166, 0.64053, 2.62028], [-0.77393, -1.27785, 1.12338], [-2.97307, -3.20513, 0.55164], [-4.05050, -2.23803, -0.47737], [-0.62304, -3.81508, -0.58502], [-1.02238, -3.61295, -2.30695], [-2.19455, -4.35173, -1.21988]]
}

Record 2
{
  "formula": "C29H29AuF5N4S",
  "method": "ωB97M-V with the def2-TZVPD basis set",
  "lumo_ev": [-2.687, -6.871],
  "multiplicity": 3,
  "mol_weight_g_mol": 757.60,
  "homo_lumo_gap_ev": [8.33, 3.91],
  "largest_force_ev_per_a": 1.7,
  "charge": 1,
  "s_squared": 2.022,
  "e_above_lowest_kcal_mol": 0.0,
  "elements": ["Au", "C", "C", "C", "C", "C", "C", "C", "N", "C", "C", "C", "C", "C", "C", "C", "N", "C", "C", "C", "C", "H", "H", "H", "H", "H", "H", "H", "H", "H", "H", "H", "H", "H", "H", "H", "H", "H", "H", "H", "H", "H", "H", "H", "H", "F", "C", "C", "C", "F", "C", "F", "C", "F", "C", "F", "C", "C", "C", "C", "N", "C", "S", "N", "H", "H", "H", "H", "H"],
  "positions_angstrom": [[-0.57751, -1.72618, 1.41072], [-0.30095, 5.61077, 1.30416], [0.99111, 4.77718, 1.29697], [1.83145, 5.09318, 2.54514], [1.80368, 5.15029, 0.05510], [0.61808, 3.30432, 1.32421], [-0.12418, 2.78678, 2.38492], [-0.44472, 1.44417, 2.39887], [-0.08357, 0.60707, 1.43239], [0.61832, 1.06763, 0.39549], [0.98195, 2.41036, 0.32518], [0.98203, 0.09395, -0.67134], [1.71787, 0.46933, -1.79269], [2.04162, -0.45033, -2.78111], [1.59516, -1.75802, -2.58999], [0.87149, -2.06841, -1.45833], [0.56976, -1.16900, -0.52456], [2.84140, -0.09009, -4.02187], [1.98416, -0.39325, -5.26206], [4.12233, -0.94076, -4.04306], [3.23692, 1.38780, -4.05130], [-0.05234, 6.66992, 1.22619], [-0.87601, 5.46534, 2.21857], [-0.93338, 5.34443, 0.45564], [2.16059, 6.13241, 2.51044], [2.71605, 4.45491, 2.58262], [1.26556, 4.94779, 3.46528], [2.03882, 6.21352, 0.09350], [1.23855, 4.96735, -0.86078], [2.74710, 4.60216, 0.01662], [-0.45065, 3.41912, 3.19871], [-1.01441, 1.01887, 3.21645], [1.55357, 2.76532, -0.51726], [2.04233, 1.49186, -1.89789], [1.80842, -2.53210, -3.31337], [0.51497, -3.07621, -1.28632], [1.75641, -1.45529, -5.35139], [2.52128, -0.08576, -6.16015], [1.04247, 0.15661, -5.22054], [3.90397, -2.00525, -4.12704], [4.70303, -0.78064, -3.13288], [4.73701, -0.65299, -4.89681], [2.35766, 2.03466, -4.06164], [3.80506, 1.58351, -4.96018], [3.86972, 1.64721, -3.20036], [-0.66601, -4.87846, 2.05350], [0.11108, -4.28473, 2.91085], [0.28226, -2.92065, 2.86453], [1.15753, -2.40777, 3.79550], [1.40712, -1.13039, 3.83077], [1.83564, -3.21017, 4.76347], [2.64781, -2.66804, 5.61320], [1.62490, -4.57206, 4.79555], [2.23430, -5.32932, 5.68699], [0.76303, -5.12372, 3.86510], [0.56342, -6.40015, 3.86158], [-7.20958, -2.05956, -1.75784], [-6.42256, -2.51773, -0.57235], [-6.89399, -3.47818, 0.32499], [-6.04504, -3.82134, 1.36478], [-4.86932, -3.24102, 1.54667], [-4.53484, -2.29309, 0.68788], [-3.10594, -1.34325, 0.95672], [-5.23730, -1.95395, -0.38114], [-8.17937, -2.54897, -1.81345], [-6.65260, -2.25932, -2.67341], [-7.35384, -0.98097, -1.69619], [-7.86998, -3.92625, 0.21308], [-6.31890, -4.58446, 2.08498]]
}

Record 3
{
  "formula": "C29H29BBr2N6O2SbSn",
  "method": "ωB97M-V with the def2-TZVPD basis set",
  "lumo_ev": -3.839,
  "mol_weight_g_mol": 904.68,
  "homo_lumo_gap_ev": 6.85,
  "largest_force_ev_per_a": 2.2,
  "charge": 1,
  "e_above_lowest_kcal_mol": 35.6,
  "elements": ["Sn", "C", "C", "N", "N", "C", "B", "N", "C", "C", "C", "N", "N", "C", "C", "C", "N", "H", "H", "H", "H", "H", "H", "H", "H", "H", "H", "Br", "C", "C", "C", "C", "C", "C", "C", "C", "C", "C", "H", "H", "H", "H", "H", "H", "Br", "C", "C", "C", "C", "C", "C", "C", "O", "O", "H", "H", "H", "H", "C", "Sb", "C", "C", "H", "H", "H", "H", "H", "H", "H", "H", "H"],
  "positions_angstrom": [[-0.06876, -0.68183, 0.09744], [0.85057, 0.10797, 4.36900], [0.41187, 0.51931, 3.12108], [0.76033, -0.38681, 2.21171], [1.42537, -1.36459, 2.82821], [1.48913, -1.09633, 4.13121], [2.14457, -2.45587, 2.02157], [1.12537, -3.41679, 1.39744], [0.92014, -4.71120, 1.64695], [-0.03413, -5.18316, 0.76265], [-0.36414, -4.08285, -0.00843], [0.34595, -3.03169, 0.38733], [2.87313, -1.73066, 0.88486], [4.18927, -1.66367, 0.68385], [4.42802, -0.91250, -0.45046], [3.16750, -0.54714, -0.89418], [2.24579, -1.04898, -0.07982], [0.72836, 0.60821, 5.30920], [-0.10230, 1.41460, 2.82639], [1.98200, -1.75699, 4.81519], [2.89787, -3.04994, 2.70869], [1.44959, -5.23575, 2.41657], [-0.42307, -6.17620, 0.68326], [-1.04801, -4.01533, -0.83173], [4.88478, -2.14598, 1.34053], [5.36911, -0.66233, -0.89140], [2.89625, 0.02342, -1.75632], [-1.87341, -2.24402, 2.56275], [-2.63565, -0.56743, 3.02858], [-3.23078, -0.46632, 4.25782], [-3.88965, 0.71272, 4.62334], [-3.99523, 1.73744, 3.72765], [-3.42091, 1.64686, 2.44307], [-3.61717, 2.66782, 1.49145], [-3.12406, 2.56257, 0.22322], [-2.31316, 1.46114, -0.10209], [-2.03763, 0.50654, 0.82430], [-2.65461, 0.48853, 2.08767], [-3.20503, -1.29696, 4.94576], [-4.34475, 0.77671, 5.59803], [-4.54125, 2.63390, 3.97472], [-4.19123, 3.53466, 1.78110], [-3.29327, 3.33165, -0.51449], [-1.87887, 1.40359, -1.10189], [2.87460, 2.83579, 0.34045], [2.51976, 3.53828, -1.38010], [3.11496, 4.73962, -1.73494], [2.90438, 5.27255, -2.99361], [2.11665, 4.60030, -3.91387], [1.52865, 3.40169, -3.56423], [1.71012, 2.86262, -2.29106], [1.00592, 1.59972, -1.94305], [0.77628, 0.80283, -2.89763], [0.66039, 1.42217, -0.76146], [3.73593, 5.25810, -1.02166], [3.36454, 6.21197, -3.26010], [1.95529, 5.01430, -4.89562], [0.90397, 2.86496, -4.26245], [-1.75730, 0.36175, -4.38214], [-0.96897, -0.79818, -2.75233], [-2.82521, -1.82380, -2.18628], [0.15179, -2.32456, -3.73073], [-2.37573, -0.29000, -4.98944], [-0.93859, 0.74780, -4.97839], [-2.36212, 1.18793, -4.01918], [-3.11475, -2.48922, -2.98831], [-3.60347, -1.08745, -2.01804], [-2.66009, -2.38493, -1.27361], [-0.55829, -2.99365, -4.20770], [0.74592, -2.86802, -3.00249], [0.79747, -1.86890, -4.47383]]
}